(1)
Computed, not measured: 10 unconnected molecules or ions with the total composition C20H49NO21, with ωB97M-V/def2-TZVPD.

```
91
Properties=species:S:1:pos:R:3:lowdin_charge:R:1
C 0.17916 3.71584 0.57467 -0.2110
O 0.61881 3.24236 1.78024 -0.0826
H -0.90324 3.84413 0.56745 0.0870
H 0.50713 4.73225 0.35684 0.0750
H 0.42714 3.21825 -0.36289 0.0592
H -0.01829 2.54882 1.96656 0.0297
C 4.14589 1.00428 1.71575 -0.1678
O 3.64683 1.16026 3.03130 -0.1219
H 4.26655 -0.04087 1.43077 0.0804
H 3.44300 1.38939 0.97701 0.0634
H 5.11149 1.50198 1.62619 0.0801
H 3.61045 2.11140 3.15620 0.0775
C 0.59985 -5.00605 4.08329 -0.1281
O -0.07174 -6.05180 4.87323 -0.1353
H 0.35485 -3.97147 4.32349 0.0520
H 1.67020 -5.00506 4.28933 0.0729
H 0.53257 -5.11184 3.00053 0.0741
H 0.09311 -6.96081 4.61222 0.0691
C -5.58834 1.05944 -1.93680 -0.1155
O -4.25497 1.36830 -1.41122 -0.1410
H -6.00182 1.90908 -2.48016 0.0765
H -5.44118 0.27039 -2.67426 0.0742
H -6.27515 0.78207 -1.13715 0.0780
H -4.04525 2.03375 -2.07059 0.0638
C -0.09061 -3.43175 7.48049 0.0655
N 0.74519 -2.27727 6.99990 -0.4256
O 0.55885 -1.73468 5.93652 0.0545
O 1.65596 -1.99776 7.77106 0.0557
H 0.50107 -3.93916 8.24243 0.0986
H -0.29420 -4.06575 6.61753 0.0757
H -0.95622 -2.97961 7.96463 0.1043
C -1.65048 -2.98431 -4.01275 0.0383
O -3.03154 -3.29409 -3.50236 0.0423
C -3.37701 -2.91293 -2.34099 -0.7068
O -2.65234 -2.67271 -1.40398 0.1100
O -4.67673 -3.01871 -2.24147 0.0167
C -5.28016 -2.74695 -0.95701 -0.0189
H -1.41911 -3.65295 -4.84189 0.0869
H -0.84858 -3.22921 -3.31626 0.0969
H -1.63364 -1.97650 -4.42764 0.0812
H -6.36836 -2.79402 -0.99815 0.0988
H -4.99633 -1.72302 -0.71385 0.0617
H -4.88604 -3.32704 -0.12258 0.0989
C 0.57345 0.54904 -5.14809 -0.0267
O 0.34656 1.49621 -4.13200 0.0188
C 0.30373 2.73084 -4.37827 -0.6400
O 0.49268 3.22074 -5.53266 0.0620
O 0.05252 3.36802 -3.26594 0.0063
C 0.65504 4.68699 -3.11166 -0.0079
H -0.31582 -0.01533 -5.42876 0.0876
H 1.35490 -0.16887 -4.89895 0.0946
H 0.99636 0.95722 -6.06604 0.0996
H 0.04915 5.20232 -2.36639 0.0876
H 0.62724 5.30140 -4.01157 0.0943
H 1.66240 4.65016 -2.69699 0.0957
C 7.00855 1.06095 -4.75740 -0.0824
O 6.25365 1.75769 -3.81386 0.0004
C 4.92823 1.45601 -3.78482 -0.4447
O 4.33771 0.63388 -4.56744 0.0534
O 4.41515 2.01503 -2.61699 -0.0074
C 3.25697 1.31333 -2.17890 -0.0578
H 8.09595 1.12860 -4.72449 0.0917
H 6.81926 1.25219 -5.81367 0.1009
H 6.91019 0.01449 -4.46872 0.0991
H 2.66327 0.94885 -3.01722 0.0690
H 2.63190 2.03471 -1.65261 0.0901
H 3.40260 0.43240 -1.55371 0.0955
C -0.43236 1.15986 4.56390 -0.0355
O -1.58830 0.55245 4.02734 -0.0204
C -2.34670 1.05306 3.01483 -0.5149
O -2.25359 2.14376 2.48032 0.1217
O -3.07571 -0.03843 2.60108 -0.0215
C -3.87065 0.03758 1.41121 -0.0322
H -0.60147 1.67842 5.50762 0.0982
H -0.00302 1.85512 3.84253 0.0847
H 0.26544 0.36416 4.82473 0.0627
H -4.21074 -0.98197 1.22968 0.0812
H -3.19966 0.22626 0.57319 0.0680
H -4.68612 0.75375 1.51221 0.1020
C 1.02266 -1.09303 2.49020 -0.0534
O 0.10425 -0.42640 1.74343 0.0045
C 0.17988 -0.26642 0.42872 -0.5227
O 1.04386 -0.81731 -0.24133 0.1128
O -0.79563 0.58336 0.01347 -0.0103
C -1.16140 0.53778 -1.33155 -0.0601
H 1.20898 -2.07081 2.04598 0.1038
H 0.71823 -1.18247 3.53299 0.0708
H 1.96271 -0.54135 2.49774 0.0860
H -1.73483 1.38260 -1.71307 0.0883
H -1.73579 -0.35103 -1.59267 0.0811
H -0.23845 0.42852 -1.90103 0.0814
```

The structure (SMILES) is C[N+](=O)[O-].COC(=O)OC.COC(=O)OC.COC(=O)OC.COC(=O)OC.COC(=O)OC.CO.CO.CO.CO. As for the spin multiplicity: 1. As for the orbital gap: 10.3 eV. The value obtained for the LUMO energy is 0.31 eV. Its HOMO energy is -0.36539 Ha.



(2)
Computed, not measured: a molecular structure, C20H4F4GdN5O5, with ωB97M-V/def2-TZVPD.

```
39
Properties=species:S:1:pos:R:3:mulliken_spin:R:1
Gd 11.51693 -4.89993 13.78371 4.9010
O 8.02293 -5.71210 16.45052 0.0002
C 9.16070 -5.43220 15.93212 0.0126
O 9.39358 -5.66784 14.78292 0.0137
C 10.14202 -4.67205 16.76402 0.0052
C 10.01933 -4.38322 18.08644 -0.0007
C 10.95711 -3.50386 18.64809 0.0001
C 11.94461 -2.98444 17.86268 -0.0008
C 12.04539 -3.42809 16.54111 0.0147
N 11.18905 -4.28420 16.02329 0.0082
C 13.03438 -2.86810 15.56393 -0.0039
O 13.61353 -1.83551 15.68398 -0.0001
O 13.11268 -3.70526 14.43623 0.0068
H 7.46711 -6.29874 15.88007 0.0000
H 9.24201 -4.88292 18.66216 -0.0001
H 10.83591 -3.28824 19.71673 0.0002
H 12.67593 -2.29414 18.24698 0.0003
O 9.17440 -0.65314 12.11611 0.0170
C 10.23586 -2.60167 13.07578 0.3014
F 9.38174 -2.31027 14.04742 0.0497
C 10.24119 -1.64560 12.11960 0.1835
C 9.46633 0.54168 11.92570 0.0536
F 8.65969 1.27258 11.23017 0.0023
C 10.78142 1.22183 12.19702 0.0045
C 11.49399 1.09601 10.94441 0.1354
C 11.42634 -0.13220 10.35700 -0.0085
F 11.78058 -0.27999 9.10273 0.0028
C 11.14448 -1.46836 10.99378 0.3319
C 11.94895 -2.46594 10.51395 0.4253
C 11.72909 -3.77493 10.97489 0.0106
N 11.68526 -4.86835 11.26044 0.2064
C 13.15090 -2.31110 9.78800 -0.0406
N 14.21643 -1.93790 9.51473 0.3089
F 11.96233 2.12527 10.31088 0.0172
C 10.98718 1.88438 13.32616 0.0126
C 12.19434 2.65980 13.53268 -0.0006
N 13.25007 3.11682 13.46089 0.0148
C 9.94356 1.81860 14.29951 -0.0024
N 9.10461 1.70462 15.07082 0.0169
```

As for the spin multiplicity: 8. As for the orbital gap (spin up / spin down): 5.6 / 6.0 eV. The value obtained for the LUMO energy (spin up / spin down) is -8.08 / -10.27 eV. As for the expectation value of S²: 16.848. The energy above the lowest of the compared OMol25 structures with the same formula, charge and spin comes out at 178.57 kcal/mol. Its HOMO energy (spin up / spin down) is -0.50146 / -0.59940 Ha. The total charge is +2.



(3)
Computed, not measured: a molecular structure, C20H50GaN2O4Si2, with ωB97M-V/def2-TZVPD.

```
79
Properties=species:S:1:pos:R:3:lowdin_charge:R:1
O 2.94324 1.61561 1.22289 -0.1303
O 4.16332 1.69690 -0.76477 -0.1338
C 1.87381 2.56606 1.50597 -0.1724
C 0.88826 2.13650 2.56129 -0.0554
H 1.37126 2.75283 0.54509 0.1178
H 2.38013 3.49501 1.79859 0.1341
H 0.42425 1.16767 2.35889 0.0728
H 0.08419 2.87831 2.57919 0.1024
H 1.34736 2.12632 3.55359 0.0897
C 3.23195 0.47007 2.13608 -0.1553
C 4.71153 0.43305 2.35993 -0.0449
H 2.84438 -0.42930 1.63973 0.1199
H 2.66569 0.62033 3.05827 0.1169
H 5.25225 0.26568 1.42051 0.0629
H 4.95719 -0.38206 3.04796 0.1005
H 5.04604 1.37714 2.81306 0.1015
C 3.80985 0.50833 -1.55490 -0.1695
C 4.00700 2.99357 -1.43546 -0.1810
C 4.39490 -0.72760 -0.93307 -0.0494
H 4.21022 0.67571 -2.56027 0.1339
H 2.71832 0.44133 -1.64024 0.1201
H 5.41899 -0.55868 -0.58622 0.0907
H 4.41605 -1.51963 -1.69263 0.0997
H 3.78247 -1.10274 -0.10213 0.0710
C 5.08450 3.95952 -1.00652 -0.0478
H 3.01939 3.38728 -1.17303 0.1228
H 4.04485 2.81697 -2.51905 0.1326
H 4.99699 4.23725 0.05143 0.0855
H 4.97256 4.88058 -1.58634 0.0944
H 6.09535 3.58045 -1.17630 0.0914
H 3.59595 1.69986 0.27281 0.0439
Ga -1.82551 -0.90280 -0.10544 0.4526
C -0.64392 -0.35181 -1.40758 -0.3063
Si -1.11136 0.96477 -2.67238 0.4158
H -0.27643 -1.21319 -2.00268 0.0334
H 0.23118 0.03068 -0.86015 0.0084
C -1.41339 2.65756 -1.94726 -0.1717
C -2.62528 0.45931 -3.63702 -0.1712
C 0.37662 1.05519 -3.81341 -0.1847
C -3.38859 0.21229 0.19201 -0.2921
Si -4.87385 -0.66004 0.92746 0.4142
H -3.68141 0.75203 -0.72538 0.0069
H -3.05718 0.99203 0.91015 0.0335
C -6.29731 -0.42092 -0.26741 -0.1889
C -5.29295 0.09351 2.59569 -0.1830
C -4.53598 -2.49305 1.14827 -0.1821
H 0.09926 1.41668 -4.80874 0.0358
H 0.82694 0.05872 -3.92171 0.0310
H 1.13742 1.73248 -3.40472 0.0128
H -2.21429 2.64647 -1.19780 0.0269
H -1.69580 3.36980 -2.73454 0.0431
H -0.50106 3.03920 -1.47154 0.0148
H -3.39621 -0.03147 -3.03007 0.0239
H -2.32497 -0.22681 -4.44090 0.0376
H -3.06855 1.35170 -4.09819 0.0416
H -5.41902 1.18179 2.50761 0.0337
H -4.48721 -0.09906 3.31817 0.0311
H -6.22640 -0.32649 2.99815 0.0350
H -4.13537 -2.68324 2.15202 0.0359
H -3.81198 -2.90405 0.42374 0.0035
H -5.48610 -3.03849 1.04754 0.0394
H -7.24687 -0.71578 0.19610 0.0333
H -6.15471 -1.02168 -1.17476 0.0313
H -6.37351 0.63290 -0.56580 0.0332
C -0.18090 -4.80378 0.11601 -0.0044
C -0.82144 -3.54048 0.52821 -0.2493
N -1.63151 -2.99096 -0.39397 -0.0407
O -1.50845 -3.72526 -1.61023 -0.0513
C -0.73797 -2.87458 1.77279 -0.2507
C -0.22816 -3.51658 3.01890 -0.0175
N -1.20638 -1.59168 1.71879 -0.1340
O -1.21218 -0.83375 2.74673 -0.1069
H 0.39504 -4.68553 -0.81283 0.1020
H -0.93113 -5.58833 -0.05236 0.1134
H 0.50532 -5.16076 0.89121 0.0816
H -1.99894 -3.22478 -2.28359 0.1125
H 0.02359 -2.76568 3.77037 0.0761
H -0.98393 -4.18867 3.45047 0.0997
H 0.65861 -4.12977 2.81571 0.0760
```

As for the spin multiplicity: 1. As for the orbital gap (spin up / spin down): 8.0 / 8.0 eV. The value obtained for the LUMO energy (spin up / spin down) is -2.34 / -2.33 eV. The energy above the lowest of the compared OMol25 structures with the same formula, charge and spin comes out at 0.00 kcal/mol. Its HOMO energy (spin up / spin down) is -0.37945 / -0.37938 Ha. The total charge is +1.



Among the records above, which one has the highest spin multiplicity? C20H4F4GdN5O5



The highest spin multiplicity belongs to which entry? C20H4F4GdN5O5